# 1
84
Properties=species:S:1:pos:R:3 method="wB97M-V/def2-TZVPD" e_tot_ev=-528450.14240 gap_ev=9.9 e_above_lowest_kcal_mol=0.0 total_charge=0
C -0.0041 -1.0507 -0.9369
C 0.6091 -1.1040 -2.1053
O 1.5079 -0.1311 -2.5460
S 3.0879 -0.4083 -2.1473
O 3.5522 -1.4527 -3.0252
O 2.8947 -1.0185 -0.6360
C 4.0953 -1.5879 -0.1228
O 3.6946 -2.5279 0.8493
C 4.4541 -3.6734 0.8272
C 4.9720 -4.0992 2.1915
O 4.6650 -4.3168 -0.1723
H -0.3770 -1.9549 -0.4967
H -0.0764 -0.1340 -0.3600
H 0.3691 -1.9225 -2.7805
H 4.6582 -0.7915 0.3807
H 4.7429 -1.9981 -0.9068
H 5.5227 -3.2488 2.5981
H 4.0925 -4.3159 2.8087
H 5.5615 -5.0085 2.1151
C -3.8544 -1.2112 1.0917
Cl -2.2602 -1.4356 0.3471
Cl -4.1911 -2.5057 2.2510
Cl -3.9531 0.3637 1.8737
H -4.6031 -1.2517 0.3096
C 4.2182 2.5702 1.7257
Cl 3.6978 4.1845 1.2398
Cl 2.8496 1.4625 1.7929
Cl 5.4508 1.9442 0.6257
H 4.6537 2.6388 2.7153
C -7.3744 2.6124 2.5050
Cl -8.9252 2.6047 3.3518
Cl -6.0392 2.6417 3.6597
Cl -7.2451 1.2211 1.4319
H -7.3211 3.5129 1.9046
C 3.1174 0.1060 5.8267
Cl 4.2946 0.7652 4.6871
Cl 2.9137 -1.6276 5.5725
Cl 3.6016 0.4420 7.4891
H 2.1658 0.5893 5.6458
C 8.9424 3.0881 1.2616
Cl 8.0258 2.9075 2.7633
Cl 9.2010 4.7932 0.8923
Cl 10.4800 2.2305 1.3660
H 8.3695 2.6484 0.4537
C -4.9041 2.1390 -2.1571
Cl -4.0257 0.6985 -1.6291
Cl -5.7609 2.8723 -0.7973
Cl -3.8057 3.2992 -2.8998
H -5.6363 1.8396 -2.8967
C -1.3292 6.7453 -2.7066
Cl -2.8779 6.7362 -1.8626
Cl 0.0090 6.7677 -1.5555
Cl -1.1975 5.3526 -3.7860
H -1.2749 7.6443 -3.3066
C 1.5641 -6.0189 0.2460
Cl 1.5379 -6.8532 -1.3073
Cl 0.6699 -4.5000 0.1509
Cl 0.9054 -7.0514 1.5207
H 2.5937 -5.7917 0.4907
C 2.2154 -9.3513 -4.5857
Cl 1.1384 -10.6822 -4.1571
Cl 2.7895 -9.5237 -6.2457
Cl 1.4081 -7.7983 -4.3618
H 3.0728 -9.3841 -3.9259
C 7.8189 -1.1004 -0.8515
Cl 6.7818 -1.6126 -2.1787
Cl 7.6802 0.6450 -0.6041
Cl 7.4138 -1.9646 0.6356
H 8.8456 -1.3302 -1.1062
C -7.9773 -2.8244 2.5061
Cl -8.9984 -4.1710 3.0170
Cl -7.5812 -2.9610 0.7884
Cl -8.7577 -1.2796 2.8360
H -7.0539 -2.8655 3.0699
C -8.1002 3.7480 -4.4088
Cl -7.7307 5.3559 -3.7850
Cl -6.6788 3.0402 -5.1822
Cl -8.6930 2.7009 -3.1167
H -8.8792 3.8417 -5.1543
C -5.9772 7.8222 0.2546
Cl -5.9357 6.1462 -0.3023
Cl -4.9894 8.0199 1.7031
Cl -5.4379 8.9153 -1.0223
H -7.0001 8.0722 0.5046


# 2
42
Properties=species:S:1:pos:R:3 method="wB97M-V/def2-TZVPD" e_tot_ev=-35793.71077 gap_ev=6.5 e_above_lowest_kcal_mol=0.0 total_charge=-1
C 1.1375 -0.5293 0.5570
C 2.2519 -0.5197 -0.4228
S 2.7404 -2.2804 -0.8643
N 0.6131 0.8715 0.8430
C -0.8778 0.9761 0.8196
N -1.3636 1.7592 1.9570
H 1.2939 -1.0612 1.5094
H 0.2195 -0.9714 0.1437
H 1.9722 -0.1053 -1.3736
H 3.1050 0.1027 -0.1083
H 1.0223 1.2152 1.6931
H -1.1195 1.6860 0.0218
H -1.2670 -0.0072 0.5707
H -1.6563 1.0668 2.6865
H -2.1431 2.3615 1.7493
H 0.4131 -0.0089 4.1863
H 0.5460 1.5500 3.9339
O 0.7303 0.8298 4.5386
H -1.6069 -0.2434 -2.2863
H -0.2863 -0.9961 -2.7841
O -0.8725 -0.7964 -1.9870
H 0.8590 1.9757 -0.9628
H 2.2374 2.3742 -1.2166
O 1.3700 2.4585 -1.6408
H -1.2997 -1.5997 1.5967
H -2.1783 -1.4341 2.8737
O -1.3299 -1.2073 2.4811
H 1.3988 -2.3221 -3.0251
H 1.8912 -1.0444 -3.3354
O 1.0837 -1.5479 -3.5257
H -0.5314 1.8069 -3.1771
H -1.6082 2.3853 -2.3436
O -1.5060 1.8551 -3.1421
H -1.4258 -3.0388 0.0896
H -1.8261 -2.0222 -1.1358
O -2.1010 -2.5209 -0.3477
H -0.1181 -3.7322 -1.3501
H 0.4777 -3.9542 0.0024
O -0.1605 -4.3611 -0.6199
H -0.0274 3.4661 1.9037
H 0.1244 3.5447 0.3573
O -0.1821 4.0189 1.1347


# 3
58
Properties=species:S:1:pos:R:3 method="wB97M-V/def2-TZVPD" e_tot_ev=-76980.82611 gap_ev=7.1 e_above_lowest_kcal_mol=6.5 total_charge=-1
Sn -0.4770 0.9949 -0.7129
C -3.5431 -1.1178 2.0234
C -2.9314 -2.2312 2.5677
C -1.6307 -2.5420 2.2008
C -0.9824 -1.7242 1.2892
N -1.5733 -0.6422 0.7795
C -2.8175 -0.3397 1.1362
C 0.3942 -1.9883 0.7948
C 1.3173 -2.7502 1.5003
C 2.5955 -2.8790 0.9858
C 2.9165 -2.2462 -0.2025
C 1.9292 -1.5102 -0.8450
N 0.6985 -1.4041 -0.3583
C 2.1949 -0.7587 -2.0999
C 3.3885 -0.0719 -2.2761
C 3.5515 0.6817 -3.4243
C 2.5253 0.7184 -4.3526
C 1.3680 0.0036 -4.0853
N 1.1963 -0.7212 -2.9845
H -4.5666 -0.8567 2.2477
H -3.4655 -2.8688 3.2604
H -1.1489 -3.4257 2.5928
H -3.2541 0.5384 0.6807
H 1.0591 -3.2001 2.4475
H 3.3411 -3.4558 1.5177
H 3.9073 -2.3197 -0.6282
H 4.1339 -0.0620 -1.4930
H 4.4540 1.2595 -3.5732
H 2.6026 1.3081 -5.2556
H 0.5335 0.0188 -4.7777
O 2.1421 2.3740 -0.8028
S 2.3440 2.0012 0.5913
O 3.7071 1.6725 0.9433
O 1.3816 0.9623 1.0019
C 1.9239 3.4673 1.5586
C 3.0051 4.0350 2.2215
C 2.8708 5.1904 2.9761
C 1.6338 5.7941 3.0804
C 0.5436 5.2366 2.4296
C 0.6620 4.0806 1.6662
S -0.8943 3.5678 0.8916
O -1.8801 4.4999 1.3657
O -0.6638 3.5685 -0.5547
O -1.1433 2.1679 1.3170
H 3.9630 3.5439 2.1320
H 3.7345 5.6096 3.4770
H 1.5061 6.6955 3.6665
H -0.4327 5.6915 2.5043
N -1.7163 -1.8154 -2.9931
C -2.6422 -1.1441 -2.2459
O -2.3803 0.0276 -1.8712
C -3.8630 -1.8033 -1.9300
C -4.8415 -1.1547 -1.1450
N -5.6437 -0.6251 -0.5029
C -4.0675 -3.1382 -2.3427
N -4.1648 -4.2404 -2.6821
H -1.8323 -2.8038 -3.1420
H -0.7762 -1.4387 -2.9910


# 4
53
Properties=species:S:1:pos:R:3 method="wB97M-V/def2-TZVPD" e_tot_ev=-34856.06221 gap_ev=8.5 e_above_lowest_kcal_mol=22.8 total_charge=-1
C 1.5421 -2.1429 2.6884
C 0.6632 -0.8445 2.7102
C 1.4931 0.3319 2.1309
O 1.3470 1.4652 3.0077
N -0.6619 -0.9853 1.8809
C -0.6596 -1.7217 0.5714
O -0.0937 -0.9100 -0.3588
H 1.9328 -2.3753 1.6934
H 1.0788 -2.9658 3.1535
H 2.4539 -1.8582 3.2139
H 0.3215 -0.6038 3.7038
H 2.5065 -0.0464 2.2080
H 1.2516 0.6042 1.0850
H 1.1038 2.3769 2.8797
H -1.2652 -1.3479 2.6281
H 0.0571 -2.5778 0.6398
H -1.6396 -2.1714 0.3011
H 3.4262 1.4573 -1.8578
H 3.4582 0.3289 -0.8490
O 3.9488 1.1387 -1.1135
H 0.1727 -1.9782 -3.5223
H 0.6542 -1.3154 -2.2311
O 0.8767 -2.0279 -2.8640
H -3.9802 -0.7756 0.1960
H -3.1684 -0.5156 -1.0126
O -4.0716 -0.8013 -0.7671
H 0.2337 4.0250 -1.7275
H -0.5217 3.3090 -0.6930
O -0.6705 3.9508 -1.3911
H 0.7090 0.5672 -0.9435
H -0.1126 1.7708 -0.6581
O 0.5914 1.5083 -1.2637
H 1.5312 -1.2748 -0.2634
H 2.5738 -1.7772 -1.1060
O 2.4947 -1.0404 -0.4754
H -4.1075 0.8945 1.4867
H -2.8903 0.5110 1.9690
O -3.8121 0.2490 2.1637
H 1.9527 2.7012 0.0426
H 3.3409 3.1091 0.0929
O 2.4678 3.4951 0.2621
H -1.3552 0.2973 -4.3623
H -2.5643 -0.2538 -3.5172
O -1.7120 -0.4623 -3.9019
H -0.2229 -3.1645 -1.8219
H -1.7143 -2.8921 -2.0108
O -1.0995 -3.5069 -1.5954
H -1.6816 1.6377 -1.8045
H -1.3393 0.2932 -0.9085
O -1.8542 0.7194 -1.6112
H -0.7918 2.4613 1.7336
H -0.9434 1.1099 1.1928
O -1.2501 2.0239 0.9966